An isolated ion of composition C6H16N5 and charge +1 in a non-equilibrium geometry, computed with ωB97M-V/def2-TZVPD.

The geometry in XYZ format:
```
27
Properties=species:S:1:pos:R:3:forces:R:3
H 1.61866 2.08794 -0.64286 -2.7 0.4 -2.1
N 2.25460 1.76727 -0.02181 3.6 -1.3 3.1
C 2.44775 0.61045 0.41359 -3.0 -0.1 -2.0
N 3.45210 0.09754 1.12478 1.6 -2.0 1.5
N 1.25330 -0.64900 0.10794 3.6 0.2 -0.4
C 1.71446 -1.40670 -1.08175 -0.7 0.8 -0.3
N -0.00119 -0.16056 0.00379 -1.9 2.0 0.0
C -0.78429 -0.47637 1.16310 2.5 1.0 1.4
C -1.85541 0.54596 1.40716 -1.4 -1.5 -0.9
N -2.78219 0.36733 0.20260 2.3 1.7 0.4
C -2.03726 0.79359 -1.02066 -1.5 -2.3 -2.3
C -0.78946 -0.15082 -1.22574 0.5 1.5 1.9
H 4.44532 0.50659 1.29370 -2.9 -0.7 -0.7
H 3.23163 -0.87020 1.51126 0.8 2.0 -0.7
H 2.67485 -1.77507 -0.76696 0.6 0.0 -0.7
H 1.09668 -2.26980 -1.31504 -0.3 -0.3 0.5
H 1.66988 -0.83454 -2.06804 0.8 -0.3 1.3
H -0.02937 -0.31870 1.94710 -0.5 -0.1 0.3
H -0.98777 -1.53768 1.25509 -1.0 -0.4 -0.1
H -2.39887 0.38595 2.33426 -0.1 0.1 -0.1
H -1.53361 1.54202 1.23736 0.8 0.9 0.6
H -3.01092 -0.55566 0.09830 -0.7 -3.3 -0.1
H -3.62722 0.85233 0.18350 -1.8 1.3 0.6
H -1.99632 1.87116 -0.94252 0.9 0.1 -0.2
H -2.80293 0.52050 -1.85361 1.5 0.8 1.0
H -1.07930 -1.17824 -1.35480 -0.8 -0.5 -1.0
H -0.14313 0.23467 -1.98973 -0.2 0.0 -0.8
```
Forces are in eV/Å.

Output
Molar mass   158.2 g mol⁻¹
HOMO energy   -10.94 eV
Energy above the lowest of the compared OMol25 structures with the same formula, charge and spin   97.5 kcal/mol
Charge   +1
E_LUMO   -3.1 eV
2S+1   1
Frontier orbital gap   7.8 eV
SMILES   [H]/N=C(/N)N(C)N1CC[NH2+]CC1

***

One molecule with the formula C5H9N in a non-equilibrium geometry, computed with ωB97M-V/def2-TZVPD.

The geometry in XYZ format:
```
15
Properties=species:S:1:pos:R:3:forces:R:3
C 0.97123 -0.68075 2.27095 0.0 0.1 -0.3
C -0.11032 -1.10627 1.64141 -0.4 -0.9 0.3
C -0.37581 -1.02714 0.17130 1.2 1.0 -1.2
N 0.15467 0.24717 -0.38798 -0.2 -0.5 -0.3
C -0.56534 0.81460 -1.44224 -0.3 -0.1 -0.2
C -0.24290 1.90829 -2.12617 0.6 0.5 0.6
H 1.06037 -0.77072 3.34216 0.1 -0.1 0.1
H 1.79483 -0.22771 1.73373 0.0 0.2 0.1
H -0.85963 -1.63624 2.22986 0.0 0.2 -0.1
H 0.11615 -1.81237 -0.41845 -0.2 -0.5 0.5
H -1.42231 -1.07342 -0.10727 -0.3 0.0 0.4
H 1.14578 0.19268 -0.58084 0.0 0.2 0.2
H -1.46108 0.26068 -1.70549 -0.4 0.3 0.3
H 0.70888 2.38524 -1.91956 0.0 0.1 0.1
H -0.91454 2.52598 -2.70141 -0.2 -0.6 -0.5
```
Forces are in eV/Å.

Output
Molar mass   83.1 g mol⁻¹
HOMO energy   -8.13 eV
Energy above the lowest of the compared OMol25 structures with the same formula, charge and spin   43.7 kcal/mol
Charge   0
E_LUMO   1.1 eV
2S+1   1
Frontier orbital gap   9.2 eV
SMILES   C=CCNC=C

***

One molecule with the formula C4H3IN2 in a non-equilibrium geometry, computed with ωB97M-V/def2-TZVPD.

The geometry in XYZ format:
```
10
Properties=species:S:1:pos:R:3:forces:R:3
C -1.82259 0.49644 0.31129 -0.1 0.0 0.1
C -0.84862 1.06821 -0.34121 4.2 -1.6 -0.1
C 0.83017 0.22953 -0.29536 -3.9 2.1 -0.1
I 2.45037 1.44559 -0.85755 -0.1 -0.3 0.1
N 0.79505 -0.94823 0.08017 -1.1 0.6 0.0
C 1.63545 -1.91267 0.29199 0.8 -0.6 0.1
N 2.23858 -2.86456 0.52648 0.4 -0.3 0.0
H -2.80544 0.93772 0.35315 -0.1 0.1 -0.1
H -1.67841 -0.43000 0.83882 0.1 -0.2 0.1
H -0.79456 1.97798 -0.90778 -0.1 0.2 -0.1
```
Forces are in eV/Å.

Output
Molar mass   206.0 g mol⁻¹
HOMO energy   -10.00 eV
Energy above the lowest of the compared OMol25 structures with the same formula, charge and spin   39.7 kcal/mol
Charge   0
E_LUMO   -0.4 eV
2S+1   1
Frontier orbital gap   9.6 eV
SMILES   C=C/C(I)=N/C#N

***

One molecule with the formula C7H11P3 in a non-equilibrium geometry, computed with ωB97M-V/def2-TZVPD.

The geometry in XYZ format:
```
21
Properties=species:S:1:pos:R:3:forces:R:3
C -4.05135 -0.33589 -0.20262 -1.8 2.5 -0.5
C -1.91093 1.50046 -0.09211 -1.1 0.5 -0.6
C -1.52246 -1.24158 0.39655 2.9 -0.1 -0.4
C 2.55967 0.27194 -0.42801 1.9 0.7 -2.0
C 1.74280 -0.29858 0.72626 -0.9 1.7 2.0
C 2.47684 -0.56838 -1.67454 -0.3 2.0 2.2
C 0.47050 0.59234 1.04751 0.3 -1.1 0.0
P -3.11777 -1.69289 0.23821 -1.0 -1.9 0.5
P -3.62682 1.40945 -0.14784 0.6 -0.7 -0.1
P -0.77290 0.20691 -0.32893 0.5 -0.2 1.6
H -5.22182 -0.37301 -0.36601 2.6 -0.6 0.4
H -1.42272 2.48314 -0.19287 -0.5 -0.3 0.3
H -0.64001 -1.95334 0.72188 -2.4 1.0 -0.6
H 2.47315 1.41479 -0.75494 -0.2 -2.4 1.3
H 3.65849 0.09208 -0.26801 -0.7 0.7 0.8
H 1.28104 -1.26547 0.51719 0.6 -0.2 -0.3
H 2.31628 -0.44037 1.69321 -0.3 0.3 -1.2
H 2.09010 -0.19964 -2.53767 -0.9 0.9 -2.5
H 2.58853 -1.56537 -1.52087 0.3 -2.9 0.1
H 0.05166 0.29050 2.02998 0.0 -0.1 -0.7
H 0.57769 1.67295 1.14361 0.6 0.0 -0.4
```
Forces are in eV/Å.

Output
Molar mass   188.1 g mol⁻¹
HOMO energy (spin up / spin down)   -7.98 / -7.49 eV
Energy above the lowest of the compared OMol25 structures with the same formula, charge and spin   12.0 kcal/mol
Charge   0
E_LUMO (spin up / spin down)   -1.5 / -0.3 eV
2S+1   1
Frontier orbital gap (spin up / spin down)   6.4 / 7.1 eV

***

A 2-piece molecular cluster, C19H25NO6 overall in a non-equilibrium geometry, computed with ωB97M-V/def2-TZVPD.

The geometry in XYZ format:
```
51
Properties=species:S:1:pos:R:3:forces:R:3
C -1.32764 3.99602 -4.29860 0.1 -0.6 0.1
O -0.95249 2.60547 -4.34279 -0.3 0.1 0.2
C -1.33125 1.78895 -3.32432 -0.1 -0.2 0.7
C -0.88609 0.44484 -3.38417 -0.1 1.1 -0.6
C -1.18411 -0.42217 -2.37189 -0.5 -0.5 0.8
C -1.87386 -0.00466 -1.21348 0.2 0.6 -0.9
C -2.08504 -0.94592 -0.13668 -0.2 0.4 1.1
C -2.00106 -0.61522 1.18663 0.7 -0.4 -0.2
C -2.36188 -1.64080 2.19671 -0.1 -1.0 0.1
O -2.73010 -2.75888 1.91841 0.2 0.9 0.4
O -2.15928 -1.28892 3.51533 -0.3 0.4 -0.6
C -2.15860 0.12397 3.80895 0.5 -0.1 0.1
C -3.53538 0.72790 3.58809 0.0 0.0 0.1
C -1.69108 0.27113 5.26275 0.0 -0.1 -0.5
O -1.16037 0.78450 2.99153 -0.3 -0.4 -0.2
C -1.06297 0.43581 1.67228 0.7 1.0 -0.5
O -0.16999 0.91771 0.99984 -1.1 -0.4 1.0
C -2.33727 1.33076 -1.17145 0.2 -0.9 0.3
C -2.10576 2.20803 -2.21195 0.4 0.1 -0.7
H -0.90946 4.41504 -5.21490 -0.1 0.0 0.2
H -2.42190 4.10434 -4.29768 0.3 0.0 0.0
H -0.88729 4.48710 -3.41888 -0.2 -0.1 -0.2
H -0.30461 0.13511 -4.24891 -0.1 0.1 0.2
H -0.86636 -1.46390 -2.41504 0.1 0.3 -0.1
H -2.33791 -1.98516 -0.35241 -0.2 0.2 -0.1
H -3.85752 0.61605 2.54686 0.0 0.1 0.2
H -4.25118 0.23248 4.25565 0.1 0.0 -0.3
H -3.50824 1.79000 3.85630 0.0 -0.2 -0.2
H -0.69434 -0.16340 5.38286 -0.2 0.1 -0.1
H -1.65317 1.32924 5.53369 0.0 -0.1 -0.1
H -2.39131 -0.24089 5.92792 0.1 0.0 -0.1
H -2.90452 1.65294 -0.29839 0.1 0.0 -0.2
H -2.50590 3.22139 -2.16073 0.2 -0.3 0.0
O 1.72009 -1.56215 -2.68797 -0.5 -0.2 -0.8
C 2.97595 -2.03921 -2.25273 0.5 0.3 0.4
C 3.40025 -1.10176 -1.13076 0.4 0.6 -0.4
C 4.78792 -1.44687 -0.54560 -0.5 -0.3 -0.2
C 4.65230 -1.21746 0.96872 -0.2 0.3 0.0
C 3.12315 -1.21561 1.25331 0.3 -0.3 0.8
N 2.51282 -1.19076 -0.03030 -1.0 -0.5 0.1
H 1.46916 -2.04647 -3.48920 0.1 0.2 0.3
H 2.87291 -3.05602 -1.84205 0.2 0.1 -0.1
H 3.72757 -2.00519 -3.05809 -0.2 -0.1 0.1
H 3.40208 -0.06298 -1.52407 0.2 -0.3 -0.3
H 4.97998 -2.50897 -0.74773 0.1 0.2 0.0
H 5.57283 -0.84808 -1.01991 -0.1 -0.2 0.2
H 5.16197 -2.00267 1.53582 0.0 0.3 0.0
H 5.07830 -0.24440 1.23688 0.0 -0.2 0.0
H 2.84343 -2.13855 1.79120 0.1 0.2 0.1
H 2.80991 -0.36901 1.89059 0.2 -0.1 -0.1
H 1.51733 -1.03266 -0.12962 0.5 0.2 -0.1
```
Forces are in eV/Å.

Output
Molar mass   363.4 g mol⁻¹
HOMO energy   -7.57 eV
Energy above the lowest of the compared OMol25 structures with the same formula, charge and spin   34.7 kcal/mol
Charge   0
E_LUMO   -0.6 eV
2S+1   1
Frontier orbital gap   6.9 eV
SMILES   COc1ccc(C=C2C(=O)OC(C)(C)OC2=O)cc1.OC[C@@H]1CCCN1

***

One molecule with the formula C19H20N2O6S in a non-equilibrium geometry, computed with ωB97M-V/def2-TZVPD.

The geometry in XYZ format:
```
48
Properties=species:S:1:pos:R:3:forces:R:3
C 4.81234 -2.73878 -2.14340 0.1 -0.4 0.0
O 4.36853 -1.48548 -1.64611 -0.1 0.4 0.2
C 3.70843 -1.52566 -0.47310 0.1 -0.5 -0.1
O 3.47836 -2.56255 0.11404 0.1 0.1 -0.2
C 3.32846 -0.19083 -0.04216 0.1 0.5 -0.5
C 3.53675 0.99755 -0.73617 0.0 -0.6 0.1
C 2.99052 2.00752 0.05272 -0.4 0.2 0.6
S 2.74366 3.71916 0.06559 0.0 -0.3 0.2
C 1.95941 3.59679 1.60976 0.1 -0.1 -0.2
C 1.87517 2.33566 2.10462 -0.2 0.2 0.3
C 2.46609 1.41491 1.21246 0.6 0.5 -0.8
N 2.67946 0.07576 1.14966 0.1 0.0 -0.1
C 2.21580 -0.86151 2.13382 -0.2 -0.5 0.6
C 0.68459 -0.95212 2.24314 0.4 0.2 -0.2
O 0.15653 -1.43447 3.21935 0.0 -0.2 0.3
N 0.04694 -0.47651 1.15198 0.2 0.2 -0.6
C -1.32059 -0.40093 0.88335 -0.3 0.0 0.1
C -2.30597 -0.86979 1.72820 0.2 0.0 0.0
C -3.63779 -0.74545 1.36292 -0.2 0.2 -0.3
C -3.99715 -0.12888 0.17792 0.1 0.0 -0.1
O -5.27431 0.06286 -0.25133 0.3 0.1 -0.1
C -6.32196 -0.41885 0.55367 -0.1 -0.1 0.1
C -2.99755 0.36476 -0.69414 -0.1 0.1 0.1
O -3.45926 0.96009 -1.82675 0.1 -0.4 0.2
C -2.69262 1.98473 -2.42521 0.1 0.3 -0.2
C -1.66330 0.19706 -0.34386 0.1 -0.1 -0.1
O -0.61168 0.60169 -1.17080 -0.5 0.1 0.5
C -0.22891 -0.38671 -2.11222 0.1 -0.2 -0.2
H 5.44471 -2.51985 -3.00076 -0.1 0.0 0.1
H 3.95996 -3.35274 -2.44560 0.1 0.0 0.0
H 5.37588 -3.27249 -1.37417 0.0 0.0 -0.1
H 4.02090 1.08532 -1.68578 0.1 -0.1 -0.2
H 1.60149 4.49760 2.06813 -0.1 0.2 0.1
H 1.41799 2.08155 3.04320 -0.1 0.0 0.2
H 2.58583 -1.85742 1.87081 -0.1 0.3 0.1
H 2.60390 -0.59497 3.12180 -0.1 0.0 -0.1
H 0.59837 -0.02939 0.42735 0.0 -0.1 0.2
H -2.03595 -1.33491 2.65964 0.0 0.0 0.1
H -4.39077 -1.11789 2.03606 -0.1 0.0 0.0
H -6.27975 -1.50828 0.65991 0.0 0.1 0.0
H -6.31168 0.04262 1.54675 0.0 0.0 0.0
H -7.23836 -0.13930 0.03745 0.0 -0.1 0.1
H -1.93940 1.58753 -3.11029 0.0 0.0 0.1
H -3.40481 2.58369 -2.99267 0.1 0.0 0.0
H -2.19870 2.60983 -1.67711 -0.1 -0.1 0.0
H 0.61603 0.02795 -2.66043 0.0 0.0 0.0
H -1.04361 -0.61579 -2.80684 0.0 0.0 0.1
H 0.07802 -1.31308 -1.61538 0.0 0.0 0.0
```
Forces are in eV/Å.

Output
Molar mass   404.4 g mol⁻¹
HOMO energy   -7.77 eV
Energy above the lowest of the compared OMol25 structures with the same formula, charge and spin   36.4 kcal/mol
Charge   0
E_LUMO   0.4 eV
2S+1   1
Frontier orbital gap   8.1 eV
SMILES   COC(=O)c1cc2sccc2n1CC(=O)Nc1ccc(OC)c(OC)c1OC